1.
ORCA calculation (the ωB97M-V functional and the def2-TZVPD basis) on one molecule with the formula C5H8N2 at a distorted geometry.

Geometry (Å):
C: -2.64308 -0.30044 -0.10314
N: -1.26575 0.16183 0.15333
C: -0.27835 -0.59916 -0.70659
C: 0.81388 0.09982 -0.76673
C: 2.54218 -0.01299 0.47823
C: 1.30600 0.92250 0.15877
N: -0.98275 1.14187 0.79423
H: -2.96248 0.06706 -1.08332
H: -3.28614 0.09310 0.67896
H: -2.65325 -1.39277 -0.11732
H: -0.62380 -1.47980 -1.21581
H: 3.28094 0.22706 -0.29933
H: 2.36463 -1.09751 0.34995
H: 2.94071 0.16363 1.46532
H: 1.44727 2.00577 0.21343

Cartesian forces (eV/Å) of the 6 atoms listed first:
-0.3 -0.1 0.1
-0.2 0.5 0.8
0.1 0.0 -0.6
-0.8 0.2 -0.6
0.3 0.4 0.8
1.9 -0.9 -1.3

Values from the calculation:
energy relative to the best compared isomer or geometry (same formula, charge and spin): 612.1 kJ/mol
net charge: 0
E_tot: -304.6024 a.u.
E_HOMO: -7.98 eV
lowest unoccupied orbital energy: 0.7921 eV
2S+1: 1



2.
ORCA calculation (the ωB97M-V functional and the def2-TZVPD basis) on one molecule with the formula C9H14N4O3S at a distorted geometry.

Geometry (Å):
C: -2.33572 -0.78625 0.46110
C: -1.07082 -1.38435 -0.14185
C: -3.19940 -0.28065 -0.70411
C: 1.38705 -1.26492 -0.16180
C: 1.87778 -2.72313 0.01005
C: 2.38590 -0.28749 0.39042
C: 2.07369 1.15426 0.05593
C: 2.82957 2.02302 -0.65781
C: 0.97136 2.99048 0.00777
H: -1.56089 1.05641 1.02712
H: -2.77445 0.45297 2.06453
H: -2.89933 -1.51330 0.97682
H: -3.34880 -1.19281 -1.46813
H: -2.76070 0.49921 -1.31210
H: -4.46453 1.49305 0.42153
H: -0.00185 -0.40527 1.23719
H: 1.29214 -1.04496 -1.21534
H: 2.43997 -0.43426 1.47113
H: 3.39360 -0.50368 0.02278
H: 3.76488 1.85765 -1.08716
H: 0.25255 3.77440 0.13189
H: 2.39324 4.06969 -1.16864
H: 0.22927 -3.22690 -0.83881
N: -1.98342 0.22317 1.44853
N: 0.08815 -1.07210 0.47351
N: 0.90526 1.77345 0.50181
N: 2.11057 3.21407 -0.67694
O: -1.12323 -2.14089 -1.10607
O: 2.94039 -2.99649 0.50330
O: 1.03554 -3.63987 -0.46230
S: -4.84778 0.31550 -0.20432

Cartesian forces (eV/Å) of the 6 atoms listed first:
0.5 1.9 -0.7
0.4 -0.3 0.7
-0.8 -2.0 -1.6
0.0 -0.3 0.2
0.0 0.3 -0.2
0.6 0.9 0.4

Values from the calculation:
energy relative to the best compared isomer or geometry (same formula, charge and spin): 0.0 kJ/mol
SMILES string: N[C@@H](CS)C(=O)N[C@@H](Cc1c[nH]cn1)C(=O)O
net charge: 0
E_tot: -1194.3378 a.u.
E_HOMO: -9.33 eV
lowest unoccupied orbital energy: 0.3535 eV
2S+1: 1



3.
ORCA calculation (the ωB97M-V functional and the def2-TZVPD basis) on a 2-piece molecular cluster, C4H7NO overall at a distorted geometry.

Geometry (Å):
C: -1.37579 0.23857 -0.09139
C: -0.01222 0.62681 -0.38717
C: 0.82261 1.76585 0.14428
C: 0.01349 -1.99196 0.20956
N: -0.36877 -0.59411 0.34977
O: -2.56057 0.32435 -0.05161
H: 0.17709 0.53193 -1.96959
H: 1.84692 1.41528 0.17307
H: 0.41985 2.04587 1.16057
H: 0.65415 2.70278 -0.36533
H: -0.32712 -2.57853 1.02682
H: -0.37003 -2.47360 -0.65937
H: 1.08040 -2.01323 0.46039

Cartesian forces (eV/Å) of the 6 atoms listed first:
0.5 -1.1 1.1
0.1 0.5 -4.5
-1.2 -0.5 1.5
1.0 1.0 1.3
-0.3 0.7 -0.6
-0.4 0.3 -0.4

Values from the calculation:
energy relative to the best compared isomer or geometry (same formula, charge and spin): 417.4 kJ/mol
net charge: 0
E_tot: -286.4727 a.u.
E_HOMO: -9.58 eV
lowest unoccupied orbital energy: 0.9382 eV
2S+1: 1



4.
ORCA calculation (the ωB97M-V functional and the def2-TZVPD basis) on C3H4Br2O as an isolated structure at a distorted geometry.

Geometry (Å):
C: -0.08280 -0.16076 -1.67444
C: 0.75455 0.03166 1.01946
C: -0.53685 -0.01790 0.11995
O: 1.04292 -0.38327 -1.89866
Br: -1.40212 1.65116 0.27256
Br: -1.78876 -1.44562 0.49554
H: -0.91855 0.21237 -2.17362
H: 0.33542 -0.36949 1.99683
H: 1.04644 1.08654 1.21005
H: 1.54974 -0.60469 0.63233

Cartesian forces (eV/Å) of the 6 atoms listed first:
0.6 0.5 6.0
-2.3 -0.5 1.0
2.2 -0.4 -2.5
0.3 -0.4 -1.1
-0.7 0.8 -0.2
0.3 -0.1 0.0

Values from the calculation:
energy relative to the best compared isomer or geometry (same formula, charge and spin): 58.7 kJ/mol
net charge: 0
E_tot: -5339.9219 a.u.
E_HOMO: -9.46 eV
lowest unoccupied orbital energy: 0.4658 eV
2S+1: 1



5.
ORCA calculation (the ωB97M-V functional and the def2-TZVPD basis) on C2H2KLiO2 as an isolated structure at a distorted geometry.

Geometry (Å):
O: 0.83589 -0.14892 0.01735
C: -0.22420 0.70092 -0.08130
C: -1.50427 0.56659 0.15755
O: -2.66414 0.45732 0.34242
H: 0.16566 1.59302 -0.55417
K: 0.88402 -2.44905 -1.58261
Li: 0.61919 -1.27044 1.62658
H: 1.88785 0.55057 0.07418

Cartesian forces (eV/Å) of the 6 atoms listed first:
3.9 -1.2 1.0
-1.4 2.3 -0.9
0.4 -0.8 0.2
0.1 0.3 -0.1
-0.7 0.7 0.0
0.0 0.3 0.1

Values from the calculation:
energy relative to the best compared isomer or geometry (same formula, charge and spin): 451.3 kJ/mol
net charge: 0
E_tot: -835.1838 a.u.
E_HOMO (spin up / spin down): -4.49 / -4.49 eV
lowest unoccupied orbital energy (spin up / spin down): -0.5522 / -0.5504 eV
2S+1: 1



6.
ORCA calculation (the ωB97M-V functional and the def2-TZVPD basis) on C25H49IrNO2SSi2 as an isolated structure at a distorted geometry.

Geometry (Å):
O: 1.61182 0.46498 0.75872
O: -0.27903 3.09327 -2.61599
C: 0.95202 1.29427 1.72744
C: 1.44530 1.13596 3.15894
H: -0.09888 0.98152 1.66440
H: 1.04033 2.36270 1.43797
H: 1.68781 0.10110 3.44277
H: 0.64271 1.48947 3.81531
H: 2.30773 1.78535 3.35871
C: 3.03129 0.72803 0.70097
C: 3.28569 2.01177 -0.07179
H: 3.50792 -0.12088 0.18990
H: 3.43437 0.77654 1.72878
H: 2.56485 2.07810 -0.90167
H: 4.31404 2.05878 -0.45310
H: 3.11977 2.86729 0.59838
C: -0.18124 2.82933 -4.03257
C: -0.31901 4.49092 -2.27599
C: 1.23137 2.45982 -4.46398
H: -0.51589 3.71417 -4.60853
H: -0.85967 1.98412 -4.23340
H: 1.91654 3.30724 -4.32202
H: 1.21663 2.21278 -5.53139
H: 1.60667 1.58495 -3.91378
C: 0.87759 5.31589 -2.74409
H: -0.38387 4.52205 -1.17979
H: -1.23865 4.93648 -2.69863
H: 1.83934 4.86860 -2.45014
H: 0.80758 6.30405 -2.27222
H: 0.86182 5.47265 -3.83320
H: -1.24766 1.35420 -1.56410
Ir: 0.52112 -2.62257 1.58393
C: -2.13933 0.69389 -1.71199
Si: -3.90460 1.47614 -1.79698
H: -1.99770 0.21628 -2.68867
H: -2.11723 -0.07988 -0.93660
C: -4.01556 2.79546 -0.46646
C: -5.25586 0.19115 -1.50324
C: -4.31094 2.30462 -3.44417
C: -0.89005 -1.38512 1.97835
Si: -1.47676 -3.03683 2.66542
H: -1.46204 -0.93292 1.14958
H: -0.72816 -0.65257 2.78859
C: -3.22555 -3.29940 2.01670
C: -1.37262 -3.04393 4.51825
C: -0.38446 -4.54276 1.89043
H: -5.29863 2.78885 -3.39958
H: -4.34243 1.59067 -4.27802
H: -3.57753 3.08268 -3.69259
H: -4.00247 2.33756 0.53256
H: -4.94108 3.38247 -0.56382
H: -3.15975 3.48019 -0.55173
H: -5.00482 -0.49160 -0.68206
H: -5.44586 -0.42341 -2.39364
H: -6.21210 0.66620 -1.24058
H: -1.52632 -2.02763 4.89569
H: -0.41379 -3.40915 4.89889
H: -2.16242 -3.68257 4.92802
H: 0.57694 -4.91744 2.27009
H: -0.51825 -4.81616 0.83616
H: -1.14392 -5.09882 2.49238
H: -3.71819 -4.12741 2.54853
H: -3.22617 -3.52923 0.94119
H: -3.81765 -2.38546 2.17302
S: 4.49286 -3.79616 3.01327
C: 3.61418 -3.44878 4.44369
C: 2.35375 -2.91598 4.18015
C: 2.15259 -2.74830 2.77702
C: 3.23689 -3.12781 2.01971
C: 3.18166 -3.03202 0.60932
C: 4.18863 -3.25821 -0.34528
C: 3.98041 -2.89772 -1.65833
C: 2.76575 -2.29100 -2.01484
C: 1.75911 -2.13352 -1.05335
N: 1.96560 -2.58454 0.19813
H: 4.01605 -3.67300 5.42116
H: 1.58954 -2.66011 4.90008
H: 5.10750 -3.71506 0.01075
H: 4.74545 -3.06915 -2.40957
H: 2.56627 -1.94863 -3.01056
H: 0.79862 -1.66681 -1.25488

Cartesian forces (eV/Å) of the 6 atoms listed first:
0.6 0.0 0.6
0.3 0.6 -0.6
-0.1 -0.1 -0.4
0.0 0.3 0.3
0.3 0.4 -0.1
-0.2 -0.5 0.0

Values from the calculation:
energy relative to the best compared isomer or geometry (same formula, charge and spin): 0.0 kJ/mol
net charge: +1
E_tot: -2268.3050 a.u.
E_HOMO (spin up / spin down): -10.12 / -11.48 eV
lowest unoccupied orbital energy (spin up / spin down): -3.1033 / -5.1113 eV
<S²>: 6.01
2S+1: 5